{
  "formula": "C16H13N4O9S",
  "method": "ωB97M-V/def2-TZVPD",
  "e_lumo_ev": 2.13,
  "smiles": "CCOC(=O)[C@@H]([C@H]1C(=[N+]([O-])[O-])C=C([N+](=O)[O-])c2nonc21)S(=O)(=O)c1ccccc1",
  "total_charge": -1,
  "de_lowest_kj_mol": 0.0,
  "energy_ev": -52018.2634,
  "gap_ha": 0.2575,
  "species": ["H", "H", "C", "H", "O", "H", "H", "N", "S", "C", "O", "H", "O", "O", "C", "N", "H", "H", "C", "H", "O", "O", "C", "H", "O", "C", "H", "N", "C", "N", "C", "C", "C", "C", "C", "O", "H", "H", "C", "C", "O", "C", "C"],
  "xyz": [[-1.30010, -1.11924, 4.00568], [2.29020, 3.00679, 2.36388], [-0.06608, -0.18241, -0.47137], [-0.48761, -2.07705, -0.20868], [-1.24307, 1.91529, -0.09549], [0.91664, -0.66148, -0.26756], [0.27199, 3.32005, 1.15017], [-4.65101, -1.30435, 0.92156], [-0.14334, -0.09540, -2.27167], [-3.00327, -1.21345, 2.77631], [-5.16429, -1.27970, 3.76304], [4.05980, -2.04619, -3.94367], [0.99991, -0.87751, 3.38068], [-3.36602, -1.24047, 5.03011], [-1.01362, -1.37612, 0.51363], [-3.12400, -1.35763, -0.86295], [3.28249, 2.02339, -5.15845], [1.27622, 2.07118, -3.66318], [2.31427, -1.12219, -3.09970], [-0.71021, 2.56376, 2.39156], [-4.47069, -1.36973, -0.48398], [1.53364, -1.82456, 1.46182], [1.87838, 1.16179, -3.77157], [1.52986, 1.95652, 3.55346], [-0.54523, -1.43950, -2.60996], [2.99706, 1.12655, -4.60278], [4.60101, -0.10539, -5.40247], [-3.92518, -1.24126, 3.90311], [0.25819, 2.54558, 1.90194], [0.70340, -1.36688, 2.27511], [3.75715, -0.04906, -4.72766], [-1.63030, -1.23348, 2.99681], [3.43090, -1.15322, -3.92593], [-3.38330, -1.22327, 1.40367], [-0.35574, 1.12545, 0.19188], [-0.80710, 1.05086, -2.82647], [2.06083, -1.97512, -2.46350], [1.09081, 3.66641, 3.49028], [1.35096, 2.79470, 2.88332], [-2.46183, -1.29034, 0.32540], [0.44259, 1.27269, 1.28241], [-0.69110, -1.39325, 1.94934], [1.49678, 0.01724, -3.05814]]
}



{
  "formula": "C16H13NOS2",
  "method": "ωB97M-V/def2-TZVPD",
  "e_lumo_ev": 0.69,
  "smiles": "O=C(CSc1ccccc1)Nc1ccc2sccc2c1",
  "energy_ev": -42011.8404,
  "gap_ha": 0.3237,
  "species": ["H", "C", "H", "H", "H", "H", "N", "C", "C", "C", "C", "C", "C", "C", "S", "C", "C", "C", "H", "H", "C", "H", "C", "H", "H", "C", "S", "C", "O", "H", "C", "H", "H"],
  "xyz": [[-3.90818, 2.05811, -2.73244], [1.93656, -5.58550, 0.61595], [0.95930, -3.40728, -1.77970], [2.97175, -5.04097, 2.40928], [1.91791, -6.63868, 0.85134], [0.03448, 0.23085, -0.21516], [0.20358, 1.07221, 0.32532], [2.55573, -3.33679, 1.19834], [1.29431, 1.05223, 1.12629], [-2.47534, 4.14399, -0.51369], [1.37831, -5.12615, -0.56633], [-1.48784, 4.36653, 0.43364], [1.98986, -0.30790, 1.16963], [-2.57765, 2.91184, -1.18806], [1.97971, -1.16625, -0.44422], [1.97626, -2.87993, 0.02406], [-3.66146, 2.90468, -2.11691], [-0.59374, 3.35739, 0.71679], [-1.73321, 0.95188, -1.40264], [0.92323, -5.81968, -1.25740], [-0.67988, 2.12409, 0.05632], [3.03870, -2.65397, 1.88021], [-4.33596, 4.07230, -2.13584], [-5.18533, 4.33444, -2.73636], [1.45876, -0.94156, 1.88263], [2.52436, -4.68920, 1.49153], [-3.70919, 5.25477, -1.03659], [1.39358, -3.77711, -0.86340], [1.69987, 1.96697, 1.80618], [0.18308, 3.50861, 1.44655], [-1.66635, 1.90151, -0.89088], [3.01638, -0.15725, 1.50426], [-1.42158, 5.31578, 0.94132]]
}



{
  "formula": "C16H14AuN2O4",
  "method": "ωB97M-V/def2-TZVPD",
  "e_lumo_ev": [-4.00, -6.20],
  "multiplicity": 3,
  "total_charge": 1,
  "s2": 2.01,
  "energy_ev": -31674.1862,
  "gap_ha": [0.3177, 0.2373],
  "species": ["H", "C", "C", "H", "N", "C", "H", "H", "H", "H", "C", "C", "H", "C", "C", "N", "H", "C", "C", "O", "O", "H", "H", "H", "O", "C", "C", "C", "Au", "C", "O", "H", "H", "C", "H", "C", "C"],
  "xyz": [[0.39536, 4.43891, -1.18445], [3.90590, -0.51021, -0.75134], [-1.14680, -0.67822, 3.13295], [-1.20790, 4.01590, -0.50730], [-0.58646, -0.85791, 0.84432], [-1.50524, -0.81683, 1.78486], [-1.92483, -0.65240, 3.88148], [4.05756, -0.58352, -2.88767], [-5.83799, -0.50305, -1.39522], [-5.02996, -1.13551, -2.85901], [1.16231, -0.58689, 2.46660], [-0.47063, 3.78551, -1.27325], [-5.34982, -2.20550, -1.50533], [2.56625, -0.44381, 2.72254], [-5.08071, -1.18320, -1.77356], [1.19504, -0.83670, -1.19447], [2.89561, -0.34025, 3.74791], [3.02690, -0.55938, 0.34501], [0.72508, -0.73428, 1.14875], [-0.96000, 1.54411, -1.21397], [-2.74094, -1.48251, -1.77322], [4.51397, -0.31181, 1.90313], [1.61158, -0.86917, -3.20014], [-2.53534, -0.87005, 1.46178], [1.19926, 2.06719, -0.84105], [-3.74595, -0.85731, -1.16736], [0.17619, -0.56870, 3.47227], [1.66846, -0.72267, 0.07104], [-0.87534, -0.99784, -1.31846], [3.41124, -0.62258, -2.02362], [-3.56817, -0.13802, -0.20541], [0.47255, -0.45860, 4.50762], [-0.93613, 3.89372, -2.25023], [2.03609, -0.78362, -2.20895], [4.96673, -0.37853, -0.58110], [0.05971, 2.37304, -1.08296], [3.45644, -0.42933, 1.70778]]
}



{
  "formula": "C16H14AuN5O",
  "method": "ωB97M-V/def2-TZVPD",
  "e_lumo_ev": -0.01,
  "de_lowest_kj_mol": 0.0,
  "energy_ev": -30007.2643,
  "gap_ha": 0.2695,
  "species": ["N", "H", "C", "H", "H", "C", "N", "C", "C", "C", "H", "H", "H", "C", "N", "C", "C", "C", "C", "N", "H", "H", "H", "H", "C", "H", "H", "C", "N", "C", "C", "O", "H", "H", "C", "C", "Au"],
  "xyz": [[0.65567, -0.86759, -1.55580], [1.80992, -1.14120, 0.19513], [-2.25926, 1.64280, -0.99049], [2.67402, 4.92305, -1.51286], [2.07087, -3.66495, -2.39017], [0.60175, 5.46081, -0.95251], [0.96395, 0.46585, -1.38882], [1.65924, -4.03834, -1.42671], [-2.44703, -0.88992, 3.62923], [1.23551, -1.59100, -0.67023], [1.70577, -6.58081, 0.79599], [2.22642, 2.61078, -1.88778], [-3.27222, 1.30952, -0.99529], [-0.68426, 4.92345, -0.69415], [0.78568, -3.39524, 0.71277], [-1.47803, -0.36804, 2.59194], [1.50350, -5.61513, 0.36119], [0.18399, 2.73137, -1.29353], [1.45212, 3.26678, -1.58081], [-2.07441, 2.94222, -0.70021], [-3.12368, -1.73589, 3.47009], [-2.90039, 3.33695, -0.22942], [-1.41936, 5.51832, -0.29087], [-3.02668, 0.00972, 3.87505], [1.18102, -3.08335, -0.55114], [0.47020, -4.86298, 2.07611], [2.21909, -6.07516, -1.60085], [1.64959, 4.62982, -1.43475], [-1.32488, 0.84328, -1.31106], [1.84181, -5.32323, -0.95871], [0.94897, -4.61593, 1.16796], [-1.49811, 0.81566, 2.30150], [-1.84454, -1.10064, 4.46690], [0.75084, 6.51599, -0.79126], [-0.86824, 3.54702, -0.89659], [-0.02917, 1.29124, -1.32940], [-0.33964, -1.83525, 1.78953]]
}



{
  "formula": "C16H14BF5IrN6O",
  "method": "ωB97M-V/def2-TZVPD",
  "e_lumo_ev": [-13.93, -17.86],
  "multiplicity": 6,
  "total_charge": 4,
  "s2": 8.81,
  "energy_ev": -44853.8454,
  "gap_ha": [0.2687, 0.1291],
  "species": ["H", "N", "C", "H", "C", "H", "C", "C", "C", "H", "C", "C", "C", "H", "H", "Ir", "C", "H", "H", "F", "F", "C", "C", "C", "F", "C", "H", "H", "N", "N", "B", "H", "N", "H", "O", "F", "N", "H", "C", "C", "F", "C", "N", "H"],
  "xyz": [[5.42400, -0.54546, 1.48906], [2.92585, -0.68905, -0.68239], [-0.67154, -3.56653, -0.67886], [-1.25232, 2.48386, -2.88987], [1.33647, 0.62582, -3.79249], [-2.07783, -2.32432, 0.53607], [-1.28321, -2.42902, -0.20502], [-0.53433, 1.70959, -3.14143], [3.26705, -0.10797, 1.40779], [0.40751, 2.21032, -5.07796], [0.41624, 1.62084, -4.16733], [-4.08136, 0.32244, 3.50437], [-1.30321, 2.29843, 0.02845], [1.13218, -3.66426, -2.05760], [-1.61316, 2.48451, 1.03344], [-1.21590, 0.49992, -0.56937], [4.52160, -0.54109, 0.89895], [-1.02483, -4.58278, -0.55460], [2.38323, -1.65495, -2.64237], [0.07280, 0.36862, 3.94363], [-1.53600, 1.51723, 5.85983], [-1.87437, -0.05139, 2.54902], [4.28873, -0.88655, -0.43158], [-2.06860, 1.00788, 4.72345], [-3.82922, -1.11937, 1.63965], [-3.28260, -0.31511, 2.58518], [2.96943, 0.24757, 2.39565], [-1.04234, 3.19464, -0.49733], [0.99275, 0.15950, -2.56432], [-0.24745, 0.73609, -2.21732], [1.77236, -0.99197, -1.83156], [2.15826, 0.14319, -4.32926], [-0.60745, -1.34254, -0.69693], [-2.13396, 1.69712, -0.57720], [-1.18632, -0.21539, 1.47269], [-4.22418, 1.70044, 5.43404], [0.55970, -1.81081, -1.27286], [-0.30332, 1.76294, 0.09543], [0.45003, -3.15597, -1.39511], [-3.46264, 1.03825, 4.54378], [-5.43163, 0.24640, 3.39191], [-1.26804, 0.43956, 3.75956], [2.38147, -0.21872, 0.45382], [5.04059, -1.20617, -1.16475]]
}



{
  "formula": "C16H14BN7O4Y",
  "method": "ωB97M-V/def2-TZVPD",
  "e_lumo_ev": -3.98,
  "total_charge": 1,
  "de_lowest_kj_mol": 74.4,
  "energy_ev": -37160.4308,
  "gap_ha": 0.3069,
  "species": ["N", "H", "H", "C", "N", "C", "H", "C", "C", "C", "C", "O", "O", "O", "H", "Y", "H", "C", "H", "C", "N", "N", "H", "B", "H", "C", "C", "C", "N", "C", "H", "H", "C", "N", "O", "C", "H", "C", "C", "N", "H", "H", "H"],
  "xyz": [[-2.65799, -0.75642, 0.44485], [-1.96730, 4.68654, 1.61681], [-4.06739, 0.71824, -0.47971], [-3.57580, -1.65686, 0.80154], [-1.45326, -1.08439, 0.96210], [-2.97049, -2.61057, 1.59374], [-3.94059, 0.49259, -2.98285], [2.14866, -1.44766, 2.16552], [2.35715, 1.88406, 0.64081], [-1.85465, 3.68566, 1.25610], [2.46945, 0.82053, 1.78603], [1.07061, -2.49101, 0.35300], [1.73921, 1.42517, -0.38278], [2.85609, 2.96922, 0.79784], [-3.86578, 3.02954, 0.55566], [0.26469, -0.00431, -0.08693], [3.52006, 1.93787, 3.28237], [3.13511, 0.96749, 3.00256], [0.21279, -0.35299, -3.64560], [-2.81960, 2.86457, 0.70999], [-2.25091, 0.33689, -1.74705], [1.94173, -0.34506, 1.43509], [3.73651, -0.05679, 4.78258], [-2.91216, 0.52917, -0.35896], [-0.84770, -2.67077, 2.21697], [-0.76213, -0.13231, -3.24406], [1.64052, -2.64142, 1.42671], [-2.88582, 0.31086, -2.92175], [-0.93396, 1.72878, 0.68236], [2.81043, -1.39410, 3.38386], [-4.59162, -1.56376, 0.47591], [-2.15876, -0.08547, -4.96155], [3.25927, -0.14729, 3.81937], [-2.24876, 1.70356, 0.36772], [1.86220, -3.80169, 1.98585], [-1.64407, -2.20729, 1.66494], [0.30330, 3.21630, 1.52105], [-0.68617, 2.93242, 1.21285], [-1.97039, 0.01672, -3.91448], [-0.93999, 0.05065, -1.92927], [1.56644, -4.55687, 1.44413], [-3.41229, -3.47925, 2.03307], [2.97111, -2.28100, 3.97536]]
}



{
  "formula": "C16H14BaN6O6S",
  "method": "ωB97M-V/def2-TZVPD",
  "e_lumo_ev": 0.09,
  "de_lowest_kj_mol": 201.3,
  "energy_ev": -49576.4490,
  "gap_ha": 0.3177,
  "species": ["C", "C", "O", "C", "C", "H", "C", "C", "H", "C", "N", "O", "H", "H", "N", "O", "C", "C", "O", "Ba", "H", "N", "H", "H", "N", "C", "O", "C", "H", "S", "H", "C", "H", "H", "H", "C", "N", "C", "H", "C", "N", "C", "H", "O"],
  "xyz": [[0.01725, 4.01410, 0.91406], [5.88554, 1.07757, -1.78698], [1.77445, -0.23350, 1.17914], [-4.82409, -2.96939, 0.81081], [3.42047, 0.23433, -0.84374], [3.98349, 1.07969, 1.03480], [-5.62349, -4.19529, 0.55679], [3.76743, -0.01372, -2.16277], [-0.13422, 4.98034, 1.37072], [-2.31045, -3.61086, 0.94359], [0.57401, 0.40951, -0.86681], [-2.50769, -4.81162, 0.70847], [-5.37246, 0.85043, 2.13763], [-6.47148, -1.69219, 0.90767], [-5.46573, -1.76633, 0.92158], [1.69720, -1.71596, -0.74699], [1.26718, 3.59658, 0.48102], [-1.00714, 3.10575, 0.73852], [-4.94844, -5.30443, 0.42558], [-0.49138, -1.09343, 0.60949], [-2.01427, 3.33140, 1.07448], [-0.83774, 1.91603, 0.16592], [2.15155, 4.21562, 0.60289], [-5.50948, 0.97644, 0.38012], [7.12948, 1.44842, -2.23761], [-4.53825, -0.79528, 1.06043], [-1.21474, -3.05928, 1.25682], [5.50956, 1.31827, -0.45781], [-3.93695, 1.22114, 1.16363], [1.86203, -0.35561, -0.27970], [6.19952, 1.83517, 0.19851], [0.39819, 1.61964, -0.26838], [7.65214, 2.12151, -1.70856], [5.27421, 0.22063, -3.66371], [-3.95447, -5.14439, 0.53479], [4.99159, 0.41172, -2.63570], [1.46559, 2.42805, -0.09901], [-4.86174, 0.65049, 1.19464], [3.07031, -0.53830, -2.80391], [-3.48816, -2.67489, 0.88223], [-3.32861, -1.31674, 1.03464], [4.28382, 0.89786, 0.01169], [7.29638, 1.43886, -3.22704], [-6.83037, -4.10834, 0.48807]]
}



{
  "formula": "C16H14ClFMn",
  "method": "ωB97M-V/def2-TZVPD",
  "e_lumo_ev": [-0.87, -1.98],
  "multiplicity": 4,
  "s2": 3.95,
  "de_lowest_kj_mol": 0.0,
  "energy_ev": -63375.0891,
  "gap_ha": [0.2757, 0.2310],
  "species": ["C", "C", "H", "H", "C", "C", "C", "Cl", "C", "C", "Mn", "H", "F", "H", "H", "H", "H", "H", "H", "H", "C", "H", "H", "C", "C", "C", "H", "C", "C", "H", "C", "C", "C"],
  "xyz": [[-1.69472, 0.89657, 0.79085], [-2.41683, 0.74696, 3.53428], [-1.00724, 2.12304, -3.44624], [2.26947, -0.42631, -4.80856], [-0.01508, 1.73396, -3.63027], [1.21656, 2.38027, -3.29459], [-0.16986, -2.39910, 1.06035], [2.73446, 0.63484, 1.77589], [1.99007, -2.24773, 1.88438], [1.71979, 0.38434, -4.35193], [0.91298, -0.47806, 1.09875], [-1.44105, 0.87083, -0.26365], [-4.50748, 1.71091, 2.98138], [-0.41665, -0.20491, -4.68172], [0.22529, -2.41001, 3.28233], [1.31892, 3.34301, -2.81076], [-1.24376, -2.55924, 1.03384], [2.95733, -2.07824, -0.14878], [3.34498, 1.76515, -3.65447], [-0.46592, -0.16218, 3.82899], [-2.94902, 1.36974, 1.20690], [-2.69731, 0.66024, 4.58984], [0.41948, -2.40645, -1.09934], [0.29745, 0.50135, -4.28387], [2.06460, -2.16380, 0.44453], [0.71664, -2.31022, -0.06586], [-3.65526, 1.78337, 0.49766], [2.28921, 1.54533, -3.74148], [-3.27185, 1.28176, 2.56538], [2.81403, -2.28076, 2.59890], [-0.80338, 0.41388, 1.74438], [-1.14696, 0.29874, 3.09952], [0.61109, -2.31726, 2.26337]]
}